Arrangement 1

Below is a structure of composition C5H8N2, with properties calculated with the ωB97M-V functional and the def2-TZVPD basis.

Values from the calculation:
E_LUMO = 0.23 eV
Spin multiplicity = 1
HOMO-LUMO gap = 8.8 eV

Geometry (Å):
C (-0.121, 2.299, -0.678)
N (-0.629, 0.480, -1.169)
C (-0.943, -0.791, -1.458)
C (-0.454, -1.601, -0.433)
C (0.180, -0.743, 0.474)
C (0.921, -0.997, 1.749)
N (0.048, 0.503, -0.007)
H (-0.446, 2.631, -1.659)
H (0.927, 2.499, -0.486)
H (-0.783, 2.602, 0.123)
H (-1.496, -1.049, -2.352)
H (-0.558, -2.674, -0.352)
H (2.000, -1.072, 1.570)
H (0.595, -1.921, 2.233)
H (0.759, -0.168, 2.445)

---

Arrangement 2

Below is an isolated molecule of C5H8N2, with properties calculated with the ωB97M-V functional and the def2-TZVPD basis.

Values from the calculation:
E_LUMO = 0.86 eV
Spin multiplicity = 1
HOMO-LUMO gap = 10.7 eV

Geometry (Å):
C (0.566, -1.000, 1.072)
C (-0.006, -0.255, -0.156)
C (-1.238, 0.582, 0.176)
C (-0.807, 1.782, 0.908)
N (-0.428, 2.716, 1.476)
C (0.789, 0.247, -1.336)
N (-0.013, -0.961, -1.427)
H (-0.107, -0.894, 1.935)
H (0.617, -2.082, 0.880)
H (1.557, -0.668, 1.397)
H (-1.979, 0.055, 0.787)
H (-1.712, 0.892, -0.757)
H (1.868, 0.283, -1.237)
H (0.419, 0.999, -2.040)
H (0.520, -1.824, -1.398)

---

Arrangement 3

Below is an isolated molecule of C5H8N2, with properties calculated with the ωB97M-V functional and the def2-TZVPD basis.

Values from the calculation:
E_LUMO = 0.94 eV
Spin multiplicity = 1
HOMO-LUMO gap = 10.6 eV

Geometry (Å):
C (1.144, -1.706, -0.174)
C (0.458, -0.392, -0.441)
C (-0.873, -0.311, -1.083)
N (-0.732, -0.109, 0.353)
C (-0.965, 1.243, 0.859)
C (0.261, 1.994, 1.174)
N (1.226, 2.586, 1.410)
H (0.400, -2.482, 0.031)
H (1.808, -1.630, 0.693)
H (1.741, -2.013, -1.040)
H (1.124, 0.451, -0.636)
H (-1.081, 0.564, -1.700)
H (-1.407, -1.214, -1.373)
H (-1.546, 1.846, 0.150)
H (-1.557, 1.174, 1.777)

---

Quick one: most stable of them? arrangement 2

---

Arrangement 1

Below is an isolated molecule of C5H8N2, with properties calculated with the ωB97M-V functional and the def2-TZVPD basis.

Values from the calculation:
E_LUMO = 0.92 eV
Spin multiplicity = 1
HOMO-LUMO gap = 9.6 eV

Geometry (Å):
C (2.319, -0.394, -1.086)
N (1.200, -0.693, -0.614)
C (0.376, -0.155, 0.345)
C (0.557, 1.115, 1.270)
N (-0.406, -1.309, 0.998)
C (-1.072, -0.634, 0.201)
C (-2.338, -0.358, -0.515)
H (2.681, -1.125, -1.792)
H (2.997, 0.418, -0.876)
H (0.220, 0.717, 2.210)
H (-0.204, 1.836, 0.923)
H (1.584, 1.555, 1.205)
H (-3.070, -1.019, -0.317)
H (-2.196, -0.615, -1.621)
H (-2.648, 0.662, -0.330)

---

Arrangement 2

Below is an isolated molecule of C5H8N2, with properties calculated with the ωB97M-V functional and the def2-TZVPD basis.

Values from the calculation:
E_LUMO = 1.06 eV
Spin multiplicity = 1
HOMO-LUMO gap = 10.0 eV

Geometry (Å):
C (-2.357, -0.646, 0.239)
C (-1.038, 0.051, 0.172)
C (-0.663, 1.339, -0.285)
C (0.715, 1.324, -0.276)
N (1.089, 0.103, 0.186)
C (2.316, -0.644, 0.011)
N (0.030, -0.671, 0.458)
H (-2.631, -1.008, -0.759)
H (-3.168, -0.019, 0.615)
H (-2.242, -1.521, 0.885)
H (-1.306, 2.154, -0.590)
H (1.435, 2.090, -0.536)
H (3.109, -0.012, -0.385)
H (2.100, -1.449, -0.697)
H (2.613, -1.092, 0.962)

---

Arrangement 3

Below is an isolated molecule of C5H8N2, with properties calculated with the ωB97M-V functional and the def2-TZVPD basis.

Values from the calculation:
E_LUMO = 0.91 eV
Spin multiplicity = 1
HOMO-LUMO gap = 10.5 eV

Geometry (Å):
N (-0.827, -0.739, 2.526)
C (-0.576, -0.544, 1.304)
C (0.591, -0.875, 0.376)
C (0.005, 0.176, -0.572)
C (0.754, 1.298, -1.160)
N (0.135, 0.269, -2.007)
C (-1.305, 0.235, 0.218)
H (-0.062, -1.284, 2.935)
H (0.516, -1.900, -0.011)
H (1.598, -0.699, 0.771)
H (1.837, 1.302, -1.042)
H (0.294, 2.282, -1.220)
H (0.836, -0.388, -2.341)
H (-2.097, -0.356, -0.255)
H (-1.698, 1.222, 0.477)

---

Quick one: most stable of them? arrangement 2

---

Arrangement 1

Below is an isolated molecule of C5H8N2, with properties calculated with the ωB97M-V functional and the def2-TZVPD basis.

Values from the calculation:
E_LUMO = 0.89 eV
Spin multiplicity = 1
HOMO-LUMO gap = 9.3 eV

Geometry (Å):
C (2.374, -0.408, 0.332)
C (0.939, 0.168, -0.019)
C (-0.265, -0.672, -0.379)
C (-1.378, 0.066, -0.153)
N (-2.723, -0.173, -0.471)
C (-0.897, 1.316, 0.459)
N (0.382, 1.368, 0.618)
H (2.449, -0.851, 1.317)
H (2.650, -1.170, -0.422)
H (3.171, 0.356, 0.238)
H (1.381, 0.564, -0.929)
H (-0.233, -1.666, -0.809)
H (-3.386, 0.078, 0.255)
H (-2.904, -1.119, -0.782)
H (-1.559, 2.144, 0.742)

---

Arrangement 2

Below is a cluster of 2 separate species, C5H8N2 in total, with properties calculated with the ωB97M-V functional and the def2-TZVPD basis.

Values from the calculation:
E_LUMO (alpha / beta) = -0.43 / -0.54 eV
Spin multiplicity = 1
HOMO-LUMO gap (alpha / beta) = 8.8 / 8.5 eV

Geometry (Å):
C (0.166, -0.404, -1.884)
C (0.277, 0.812, -1.004)
C (-0.619, 1.116, 0.134)
C (-1.484, 0.078, 0.656)
N (-1.969, -0.799, 1.236)
N (0.827, 0.832, 0.379)
C (0.791, -0.744, 1.872)
H (-0.215, -1.260, -1.323)
H (-0.498, -0.222, -2.739)
H (1.157, -0.647, -2.281)
H (0.526, 1.715, -1.586)
H (-1.008, 2.131, 0.271)
H (0.137, 0.028, 2.171)
H (1.498, -0.985, 2.694)
H (0.415, -1.652, 1.405)

---

Arrangement 3

Below is an isolated molecule of C5H8N2, with properties calculated with the ωB97M-V functional and the def2-TZVPD basis.

Values from the calculation:
E_LUMO = 0.92 eV
Spin multiplicity = 1
HOMO-LUMO gap = 10.5 eV

Geometry (Å):
C (0.716, 0.390, -1.437)
C (-0.202, -0.653, -0.841)
C (0.056, -1.241, 0.512)
C (1.190, -0.740, 1.266)
N (2.109, -0.347, 1.850)
N (-1.107, -0.401, 0.262)
C (-1.178, 0.914, 0.881)
H (1.108, 1.095, -0.701)
H (1.575, -0.104, -1.903)
H (0.184, 0.957, -2.208)
H (-0.616, -1.349, -1.568)
H (-0.172, -2.287, 0.699)
H (-0.351, 1.595, 0.634)
H (-1.190, 0.784, 1.967)
H (-2.121, 1.388, 0.588)

---

Quick one: most stable of them? arrangement 1

---

Arrangement 1

Below is an isolated molecule of C16H19N3O3, with properties calculated with the ωB97M-V functional and the def2-TZVPD basis.

Values from the calculation:
E_LUMO = 0.44 eV
Spin multiplicity = 1
HOMO-LUMO gap = 8.6 eV

Geometry (Å):
N (0.439, -1.568, -1.007)
C (-0.079, -1.833, 0.353)
C (1.032, -1.705, 1.511)
C (1.862, -0.474, 1.216)
C (1.838, 0.738, 1.883)
N (2.770, 1.663, 1.415)
C (3.435, 0.996, 0.365)
C (4.381, 1.452, -0.685)
C (4.913, 0.525, -1.588)
C (4.522, -0.795, -1.500)
C (3.487, -1.213, -0.660)
C (2.939, -0.308, 0.224)
C (-1.364, -1.058, 0.662)
O (-2.168, -1.586, 1.450)
N (-1.809, 0.050, 0.041)
C (-1.026, 1.283, -0.294)
C (-2.055, 2.342, -0.691)
C (-3.191, 1.972, 0.202)
C (-3.250, 0.372, 0.194)
C (-4.262, -0.294, -0.735)
O (-4.046, -0.826, -1.783)
O (-5.550, 0.039, -0.437)
H (1.119, -0.828, -1.154)
H (0.913, -2.458, -1.413)
H (-0.465, -2.896, 0.405)
H (0.553, -1.619, 2.474)
H (1.589, -2.645, 1.347)
H (1.131, 1.075, 2.651)
H (2.961, 2.700, 1.687)
H (4.827, 2.462, -0.998)
H (5.729, 0.718, -2.112)
H (4.982, -1.616, -2.179)
H (3.095, -2.220, -0.846)
H (-0.312, 0.870, -1.016)
H (-0.489, 1.660, 0.533)
H (-1.784, 3.357, -0.430)
H (-2.477, 2.196, -1.696)
H (-2.863, 2.257, 1.211)
H (-4.208, 2.369, 0.255)
H (-3.494, 0.086, 1.190)
H (-5.584, 0.490, 0.388)

---

Arrangement 2

Below is an isolated molecule of C16H19N3O3, with properties calculated with the ωB97M-V functional and the def2-TZVPD basis.

Values from the calculation:
E_LUMO = 0.83 eV
Spin multiplicity = 1
HOMO-LUMO gap = 9.2 eV

Geometry (Å):
O (-0.952, -2.382, -2.052)
C (-0.809, -2.254, -0.851)
C (0.423, -2.856, -0.159)
N (1.268, -1.860, 0.431)
N (1.488, -1.833, 1.753)
C (2.278, -0.816, 2.004)
C (2.602, -0.126, 0.809)
C (3.365, 0.993, 0.466)
C (3.424, 1.348, -0.859)
C (2.741, 0.619, -1.848)
C (1.979, -0.482, -1.542)
C (1.915, -0.847, -0.199)
N (-1.721, -1.638, -0.074)
C (-1.626, -1.370, 1.341)
C (-1.234, 0.096, 1.589)
C (-1.641, 0.973, 0.392)
C (-2.985, 0.474, -0.164)
C (-2.820, -0.945, -0.722)
O (-1.771, 2.331, 0.782)
C (-0.723, 3.067, 0.188)
C (-0.364, 2.224, -1.036)
O (-0.624, 0.914, -0.591)
H (0.130, -3.558, 0.626)
H (0.975, -3.400, -0.934)
H (2.589, -0.606, 3.008)
H (3.891, 1.554, 1.224)
H (4.006, 2.208, -1.158)
H (2.821, 0.941, -2.876)
H (1.440, -1.032, -2.297)
H (-2.614, -1.567, 1.771)
H (-0.906, -2.030, 1.821)
H (-0.159, 0.193, 1.731)
H (-1.733, 0.483, 2.477)
H (-3.325, 1.150, -0.947)
H (-3.708, 0.508, 0.651)
H (-3.745, -1.516, -0.582)
H (-2.585, -0.919, -1.788)
H (0.129, 3.139, 0.877)
H (-1.095, 4.063, -0.051)
H (-1.007, 2.475, -1.891)
H (0.684, 2.282, -1.325)

---

Quick one: most stable of them? arrangement 2

---

Arrangement 1

Below is a structure of composition C4H4O2, with properties calculated with the ωB97M-V functional and the def2-TZVPD basis.

Values from the calculation:
E_LUMO = 0.38 eV
Spin multiplicity = 1
HOMO-LUMO gap = 8.2 eV

Geometry (Å):
O (-2.469, -0.552, 0.068)
C (-1.485, 0.264, -0.337)
C (0.497, 0.121, -0.118)
O (-0.093, -1.011, -0.171)
C (1.868, 0.133, 0.362)
C (3.004, 0.338, 0.730)
H (-2.453, -1.359, -0.468)
H (-1.526, 1.159, 0.275)
H (-1.354, 0.421, -1.401)
H (4.010, 0.486, 1.059)

---

Arrangement 2

Below is an isolated molecule of C4H4O2, with properties calculated with the ωB97M-V functional and the def2-TZVPD basis.

Values from the calculation:
E_LUMO = 0.42 eV
Spin multiplicity = 1
HOMO-LUMO gap = 8.4 eV

Geometry (Å):
O (-2.508, -0.085, -0.041)
C (-1.442, -0.588, 0.107)
O (-0.391, 0.148, 0.601)
C (0.287, 1.366, -0.098)
C (1.054, -0.131, 0.048)
C (1.697, -1.206, 0.013)
H (-1.135, -1.634, -0.056)
H (-0.356, 1.667, -0.954)
H (0.187, 2.191, 0.646)
H (2.606, -1.727, -0.266)

---

Arrangement 3

Below is an isolated molecule of C4H4O2, with properties calculated with the ωB97M-V functional and the def2-TZVPD basis.

Values from the calculation:
E_LUMO (alpha / beta) = -0.52 / -0.52 eV
Spin multiplicity = 1
HOMO-LUMO gap (alpha / beta) = 6.7 / 6.7 eV

Geometry (Å):
O (0.819, -2.230, -0.451)
C (0.134, -1.205, 0.093)
C (0.765, 0.012, 0.347)
O (1.955, 0.332, 0.172)
C (-0.339, 1.024, 0.331)
C (-1.082, 2.015, 0.206)
H (1.599, -1.820, -0.867)
H (-0.838, -1.463, 0.503)
H (-1.193, 0.573, -0.336)
H (-1.820, 2.764, 0.002)

---

Arrangement 4

Below is an isolated molecule of C4H4O2, with properties calculated with the ωB97M-V functional and the def2-TZVPD basis.

Values from the calculation:
E_LUMO = -0.09 eV
Spin multiplicity = 1
HOMO-LUMO gap = 9.3 eV

Geometry (Å):
O (2.560, 0.737, 0.517)
C (1.947, -0.006, -0.222)
C (0.496, 0.165, -0.337)
C (-0.484, -0.662, -0.760)
C (-1.561, -0.009, -0.218)
O (-2.042, -0.294, 0.969)
H (2.440, -0.823, -0.777)
H (0.224, 1.090, 0.188)
H (-2.007, 0.888, -0.647)
H (-1.573, -1.088, 1.287)

---

Quick one: most stable of them? arrangement 4